1.
{"formula": "C12H10F6N2OS2SbZn", "method": "ωB97M-V/def2-TZVPD", "multiplicity": 2, "homo_ev": [-8.57, -8.75], "homo_lumo_gap_ev": [7.65, 5.86], "symbols": ["Zn", "S", "C", "C", "C", "C", "C", "C", "S", "H", "H", "H", "H", "F", "Sb", "F", "F", "F", "F", "F", "N", "C", "O", "C", "C", "C", "N", "C", "C", "H", "H", "H", "H", "H", "H"], "xyz": [[1.131994, -0.181447, -0.144393], [1.284312, -0.277071, 2.147025], [1.502908, 1.388594, 2.408034], [1.746824, 1.798909, 3.750794], [1.936654, 3.104936, 4.074415], [1.895506, 4.103268, 3.067785], [1.666132, 3.759816, 1.773327], [1.461234, 2.404262, 1.383686], [1.186565, 2.118087, -0.268828], [1.784819, 1.030897, 4.511379], [2.125283, 3.384928, 5.102055], [2.052862, 5.140264, 3.332189], [1.641677, 4.513639, 0.998134], [1.835909, -1.553612, -1.459954], [3.833079, -1.565281, -1.571578], [3.631345, -0.272426, -2.918004], [3.716562, -2.943218, -2.832243], [5.693994, -1.464420, -1.573570], [3.772577, -2.788675, -0.151045], [3.575465, -0.173126, -0.284958], [-5.200243, -2.310575, -2.737003], [-4.897070, -1.720484, -1.557164], [-5.732542, -1.426692, -0.729056], [-3.436606, -1.428757, -1.302852], [-3.138509, -0.477650, -0.336983], [-1.816548, -0.187285, -0.074750], [-0.806874, -0.794629, -0.707550], [-1.087813, -1.724171, -1.623530], [-2.388932, -2.066922, -1.949855], [-6.172151, -2.482513, -2.933083], [-4.532828, -2.424338, -3.476453], [-3.939882, 0.013513, 0.195259], [-1.537812, 0.553532, 0.665414], [-0.242341, -2.201213, -2.097576], [-2.545565, -2.850137, -2.679056]], "forces_ev_per_angstrom": [[-0.1, -0.1, -0.1], [0.0, -0.1, 0.1], [0.0, 0.0, 0.1], [0.0, 0.0, 0.0], [0.0, 0.0, 0.0], [0.0, 0.0, 0.0], [0.0, 0.0, 0.0], [0.0, 0.1, 0.0], [0.0, 0.0, -0.1], [0.0, 0.0, 0.0], [0.0, 0.0, 0.0], [0.0, 0.0, 0.0], [0.0, 0.0, 0.0], [0.0, 0.0, 0.0], [0.0, 0.0, -0.1], [0.0, 0.0, 0.0], [0.0, 0.0, 0.0], [0.0, 0.0, 0.0], [0.0, 0.0, 0.0], [0.0, 0.0, 0.0], [0.0, -0.1, 0.0], [0.0, 0.1, 0.0], [0.0, 0.0, 0.0], [0.0, 0.0, 0.0], [0.0, 0.0, 0.0], [0.0, 0.0, 0.0], [0.0, 0.0, 0.0], [0.0, 0.0, 0.0], [0.1, 0.0, 0.0], [0.0, 0.0, 0.0], [0.0, 0.0, 0.0], [0.0, 0.0, 0.0], [0.0, 0.0, 0.0], [0.0, 0.0, 0.0], [0.0, 0.0, 0.0]]}



2.
{"formula": "C3H8O", "method": "ωB97M-V/def2-TZVPD", "de_lowest_kcal_mol": 14.1, "homo_ev": -9.88, "smiles": "CC=O.C", "homo_lumo_gap_ev": 10.87, "symbols": ["C", "H", "H", "H", "H", "O", "C", "C", "H", "H", "H", "H"], "xyz": [[-1.332095, 1.423910, -0.321138], [-1.663637, 2.429732, -0.543305], [-0.486847, 1.354646, 0.357303], [-1.161420, 0.933453, -1.277705], [-2.122851, 0.940720, 0.255236], [-0.663724, -1.457099, 0.992334], [0.152086, -1.210033, 0.141327], [1.602127, -0.910888, 0.328267], [-0.217507, -1.136864, -0.893646], [2.002878, -0.936962, 1.337776], [1.744732, 0.123668, -0.006623], [2.146258, -1.554283, -0.369824]], "forces_ev_per_angstrom": [[-0.6, -0.2, 0.3], [0.3, 0.4, 0.2], [0.3, 0.5, -0.3], [0.1, -0.2, 0.2], [-0.2, -0.2, -0.4], [0.4, -0.1, 0.2], [-0.7, 0.0, 0.4], [0.2, 0.4, -0.4], [0.3, -0.1, -0.3], [-0.3, -0.5, 0.1], [0.0, -0.1, -0.2], [0.2, 0.1, 0.2]]}



What did the first record say?
{"formula": "C12H10F6N2OS2SbZn", "method": "ωB97M-V/def2-TZVPD", "multiplicity": 2, "homo_ev": [-8.57, -8.75], "homo_lumo_gap_ev": [7.65, 5.86], "symbols": ["Zn", "S", "C", "C", "C", "C", "C", "C", "S", "H", "H", "H", "H", "F", "Sb", "F", "F", "F", "F", "F", "N", "C", "O", "C", "C", "C", "N", "C", "C", "H", "H", "H", "H", "H", "H"], "xyz": [[1.131994, -0.181447, -0.144393], [1.284312, -0.277071, 2.147025], [1.502908, 1.388594, 2.408034], [1.746824, 1.798909, 3.750794], [1.936654, 3.104936, 4.074415], [1.895506, 4.103268, 3.067785], [1.666132, 3.759816, 1.773327], [1.461234, 2.404262, 1.383686], [1.186565, 2.118087, -0.268828], [1.784819, 1.030897, 4.511379], [2.125283, 3.384928, 5.102055], [2.052862, 5.140264, 3.332189], [1.641677, 4.513639, 0.998134], [1.835909, -1.553612, -1.459954], [3.833079, -1.565281, -1.571578], [3.631345, -0.272426, -2.918004], [3.716562, -2.943218, -2.832243], [5.693994, -1.464420, -1.573570], [3.772577, -2.788675, -0.151045], [3.575465, -0.173126, -0.284958], [-5.200243, -2.310575, -2.737003], [-4.897070, -1.720484, -1.557164], [-5.732542, -1.426692, -0.729056], [-3.436606, -1.428757, -1.302852], [-3.138509, -0.477650, -0.336983], [-1.816548, -0.187285, -0.074750], [-0.806874, -0.794629, -0.707550], [-1.087813, -1.724171, -1.623530], [-2.388932, -2.066922, -1.949855], [-6.172151, -2.482513, -2.933083], [-4.532828, -2.424338, -3.476453], [-3.939882, 0.013513, 0.195259], [-1.537812, 0.553532, 0.665414], [-0.242341, -2.201213, -2.097576], [-2.545565, -2.850137, -2.679056]], "forces_ev_per_angstrom": [[-0.1, -0.1, -0.1], [0.0, -0.1, 0.1], [0.0, 0.0, 0.1], [0.0, 0.0, 0.0], [0.0, 0.0, 0.0], [0.0, 0.0, 0.0], [0.0, 0.0, 0.0], [0.0, 0.1, 0.0], [0.0, 0.0, -0.1], [0.0, 0.0, 0.0], [0.0, 0.0, 0.0], [0.0, 0.0, 0.0], [0.0, 0.0, 0.0], [0.0, 0.0, 0.0], [0.0, 0.0, -0.1], [0.0, 0.0, 0.0], [0.0, 0.0, 0.0], [0.0, 0.0, 0.0], [0.0, 0.0, 0.0], [0.0, 0.0, 0.0], [0.0, -0.1, 0.0], [0.0, 0.1, 0.0], [0.0, 0.0, 0.0], [0.0, 0.0, 0.0], [0.0, 0.0, 0.0], [0.0, 0.0, 0.0], [0.0, 0.0, 0.0], [0.0, 0.0, 0.0], [0.1, 0.0, 0.0], [0.0, 0.0, 0.0], [0.0, 0.0, 0.0], [0.0, 0.0, 0.0], [0.0, 0.0, 0.0], [0.0, 0.0, 0.0], [0.0, 0.0, 0.0]]}